Entry 1:
C3H6O3 | ωB97M-V/def2-TZVPD

XYZ file:
```
12
Properties=species:S:1:pos:R:3:forces:R:3
O 1.529687 1.505019 0.118091 -0.108 -0.539 0.323
C 1.053342 0.587934 0.744872 -0.017 0.260 -0.171
C 0.439020 -0.625866 0.042722 -0.350 -0.071 -0.157
O 0.637502 -0.485966 -1.343263 0.305 -0.038 -0.053
C -1.060472 -0.649149 0.327599 -0.730 1.675 -0.794
O -1.601318 0.708557 -0.439096 0.880 1.119 0.403
H 1.021803 0.592193 1.853007 -0.037 0.019 -0.168
H 0.932496 -1.529800 0.447928 -0.234 0.155 -0.125
H 1.265254 0.252036 -1.445427 -0.078 -0.097 -0.075
H -1.969873 -0.555734 -0.485601 0.913 -2.523 1.224
H -1.231748 -0.460890 1.401034 -0.357 -0.229 -0.554
H -1.015697 0.661669 -1.221866 -0.186 0.269 0.147
```
Positions in Å, forces in eV/Å.

Results
* SMILES string: O=C[C@H](O)CO
* E_HOMO: -9.33 eV
* gap between HOMO and LUMO: 9.9 eV
* net charge: 0

=====

Entry 2:
C3H6O3 | ωB97M-V/def2-TZVPD

XYZ file:
```
12
Properties=species:S:1:pos:R:3:forces:R:3
O -1.689688 0.666125 0.456734 0.037 -0.109 0.205
C -0.476521 1.268230 0.369006 0.297 0.030 0.028
C 0.624475 0.725786 0.897361 -0.228 0.261 -0.106
O 0.495701 -0.444120 1.626198 0.085 0.070 -0.168
H -1.552756 -0.091294 1.053435 -0.152 0.069 -0.088
H -0.498587 2.210420 -0.167550 0.106 -0.134 0.085
H 1.601237 1.199420 0.838330 -0.168 -0.107 0.054
H 0.641659 -1.197263 1.025912 0.006 -0.010 0.089
C 0.206227 -1.081275 -1.531004 0.158 -0.109 0.273
O 0.541508 -1.952367 -0.755366 -0.239 0.473 -0.467
H -0.768381 -0.562905 -1.471366 0.079 -0.287 0.055
H 0.875125 -0.740757 -2.341690 0.020 -0.146 0.039
```
Positions in Å, forces in eV/Å.

Results
* SMILES string: O/C=C\O.C=O
* E_HOMO: -9.03 eV
* gap between HOMO and LUMO: 9.6 eV
* net charge: 0

=====

Entry 3:
C3H6O3P2 | ωB97M-V/def2-TZVPD

XYZ file:
```
14
Properties=species:S:1:pos:R:3:forces:R:3
C 0.029181 0.943042 -1.444522 1.112 0.976 0.159
C 0.019092 0.876625 1.303112 0.378 3.978 -0.989
C 0.279803 -1.958017 0.184205 -1.928 3.934 -2.068
O -1.116491 0.116153 -1.321092 -1.207 -0.562 -0.480
O -1.291021 0.486418 1.146779 -2.192 -0.683 -0.162
O 1.373930 -1.040091 -0.122533 -0.256 -0.300 -0.251
P 1.280897 0.565794 0.016011 -0.803 0.915 -1.562
P -1.782160 -0.558212 0.001041 3.663 -0.829 0.142
H 0.576521 0.623867 -2.425866 -1.145 0.999 1.627
H -0.364523 2.066615 -1.412753 1.246 -2.227 -0.366
H -0.017322 2.072505 1.456406 0.350 -2.407 -0.534
H 0.383833 0.540264 2.202970 0.864 -1.063 2.324
H 0.065076 -2.504352 -0.727866 0.307 -0.873 0.694
H 0.563185 -2.230617 1.144103 -0.388 -1.857 1.466
```
Positions in Å, forces in eV/Å.

Results
* E_HOMO: -7.98 eV
* gap between HOMO and LUMO: 8.6 eV
* net charge: 0

=====

Entry 4:
C3H6O3S | ωB97M-V/def2-TZVPD

XYZ file:
```
13
Properties=species:S:1:pos:R:3:forces:R:3
O -2.061749 0.392217 -0.013563 -0.344 -0.309 0.134
C -1.055348 -0.189414 -0.446062 0.608 1.490 -1.244
O -0.977966 -0.833601 -1.546997 0.023 -0.123 0.472
C 0.250517 0.002762 0.348970 1.052 -0.769 3.015
C -0.090677 -0.066933 1.865945 1.369 -1.522 1.410
S 1.404467 -0.176191 3.087180 -0.248 0.780 -0.729
H 0.968399 -0.815337 0.238762 -0.317 -0.265 -0.539
H 0.980431 0.849821 0.417789 -1.158 0.275 -1.300
H -0.420411 -1.047688 2.223774 -0.886 0.102 -0.955
H -0.801074 0.668127 2.195963 -0.126 0.457 -0.080
H 0.118897 -0.128470 -2.525550 -0.160 -0.575 -0.837
H 0.981346 1.018197 -2.621220 0.493 0.513 -0.216
O 0.703167 0.326506 -3.224997 -0.307 -0.054 0.869
```
Positions in Å, forces in eV/Å.

Results
* E_HOMO: 0.57 eV
* gap between HOMO and LUMO: 5.6 eV
* net charge: -2

=====

Entry 5:
C3H6O3S | ωB97M-V/def2-TZVPD

XYZ file:
```
13
Properties=species:S:1:pos:R:3:forces:R:3
C -2.084746 0.934392 0.576106 -2.322 2.393 -1.475
C 1.059152 -0.734530 0.746318 -0.739 0.655 1.869
C -0.065722 -0.141971 -0.099266 -0.199 -1.340 0.245
O -2.273591 0.893081 -0.778129 -0.007 1.163 -1.109
O -2.977848 2.058590 -2.908864 2.627 -1.986 0.917
O -1.055394 0.322561 0.856167 3.221 -3.210 2.567
S -3.629485 1.241798 -1.596774 -2.779 -0.510 -0.725
H 2.047308 -0.679187 0.331333 0.294 -0.020 -0.711
H 1.128670 -0.053795 1.699460 -0.225 -1.674 -1.503
H 0.821171 -1.813936 0.968665 0.326 1.270 0.188
H -0.502176 -0.904165 -0.801967 0.231 0.845 0.711
H 0.134876 0.758967 -0.611423 0.884 0.764 -1.005
H -3.458608 2.812178 -3.167161 -1.312 1.650 0.032
```
Positions in Å, forces in eV/Å.

Results
* E_HOMO (spin up / spin down): -4.52 / -8.14 eV
* gap between HOMO and LUMO (spin up / spin down): 4.9 / 5.8 eV
* net charge: 0
* 2S+1: 3

=====

Entry 6:
C3H6O3S2 | ωB97M-V/def2-TZVPD

XYZ file:
```
14
Properties=species:S:1:pos:R:3:forces:R:3
C 1.444175 -1.266152 0.508930 -0.560 -2.495 -0.664
C -1.321567 0.425562 -1.180787 -0.931 -0.859 0.030
C -1.804931 -0.473384 -0.307943 0.320 1.408 -1.180
O 2.859146 1.591488 0.330219 -1.495 0.268 -0.569
O 0.549321 1.503876 1.104343 -0.153 0.122 -0.018
O -1.546352 -0.473392 1.007969 1.030 1.057 0.207
S 1.180520 -0.604794 -0.893856 0.271 -0.849 -1.072
S 1.440514 1.682208 -0.040550 2.064 0.414 1.284
H 1.375076 -2.327072 0.772073 0.015 -0.024 -0.958
H 1.599449 -0.782772 1.389310 0.533 2.337 2.271
H -1.728023 0.353071 -2.178577 0.401 0.196 -0.184
H -0.673653 1.194786 -0.876632 0.062 1.088 -0.057
H -2.418940 -1.182734 -0.866699 -0.249 -0.685 1.614
H -0.954741 0.359310 1.232194 -1.308 -1.979 -0.704
```
Positions in Å, forces in eV/Å.

Results
* E_HOMO: -9.32 eV
* gap between HOMO and LUMO: 8.4 eV
* net charge: 0

=====

Entry 7:
C3H6O3Sn | ωB97M-V/def2-TZVPD

XYZ file:
```
13
Properties=species:S:1:pos:R:3:forces:R:3
H -0.539538 -1.440739 -0.385974 -1.207 2.152 1.462
O -0.947674 -0.417882 0.229296 0.946 -2.079 0.992
Sn 2.521853 0.143068 -0.135983 8.455 -0.137 -1.754
O 0.836256 1.006569 0.214755 -2.788 3.059 3.555
C 0.365380 -0.115895 0.425193 -4.799 -0.938 -5.864
O 0.930874 -1.111426 -0.171405 0.664 -2.683 1.826
C -1.947813 0.651880 -0.086542 -1.435 0.875 -0.344
C -3.310642 0.030849 -0.001153 -0.135 -0.045 0.118
H -1.765054 1.431093 0.658327 0.028 -0.207 -0.034
H -1.696425 1.008228 -1.089743 0.123 -0.110 0.128
H -3.534440 -0.311116 1.016452 0.034 0.078 -0.265
H -4.035383 0.812152 -0.267001 0.126 -0.176 0.034
H -3.426073 -0.793545 -0.716345 -0.011 0.212 0.147
```
Positions in Å, forces in eV/Å.

Results
* E_HOMO: -20.60 eV
* gap between HOMO and LUMO: 9.2 eV
* net charge: +2

=====

Entry 8:
C3H6O3Tl | ωB97M-V/def2-TZVPD

XYZ file:
```
13
Properties=species:S:1:pos:R:3:forces:R:3
C -1.235033 -2.014352 -0.636786 -0.336 -1.245 -0.213
O -1.063365 -0.684651 -0.173130 -2.756 -1.479 0.356
C -2.167711 0.178762 -0.203787 -0.451 1.054 -1.180
C -1.845360 1.471416 -0.460699 -1.932 -1.576 -0.434
O -0.595673 1.886883 -0.470692 -0.222 2.381 -1.152
H -0.257115 -2.327369 -1.017694 -0.419 -0.117 -0.117
H -1.525328 -2.669755 0.194931 0.034 0.245 -0.199
H -2.017938 -2.024144 -1.407925 0.473 -0.112 0.090
H 0.725174 -0.535945 2.426295 0.606 0.576 -1.656
H -2.626674 2.143395 -0.839966 0.481 0.047 0.565
Tl 0.585930 0.459084 0.098344 1.948 2.216 -1.462
O 1.270164 -0.113647 1.698382 2.229 -2.186 5.192
H -3.144592 -0.281327 -0.341365 0.346 0.196 0.210
```
Positions in Å, forces in eV/Å.

Results
* E_HOMO: -13.42 eV
* gap between HOMO and LUMO: 7.0 eV
* net charge: +1

=====

Entry 9:
C3H6O4 | ωB97M-V/def2-TZVPD

XYZ file:
```
13
Properties=species:S:1:pos:R:3:forces:R:3
C 1.888141 1.165810 0.067442 0.904 0.200 -0.076
C 1.374218 -0.031342 -0.004182 -4.505 -0.134 0.738
C -1.056023 -0.112603 0.099556 3.515 -0.142 -1.124
O 1.802352 -1.283592 -0.009500 0.609 0.083 -0.030
O -1.692890 0.561081 1.091375 0.154 -0.468 -0.568
O -1.437865 0.356847 -1.149649 -0.603 0.024 0.790
O -1.049467 -1.482664 0.233146 -0.101 0.180 0.092
H 2.953167 1.345542 0.157027 0.175 -0.115 -0.098
H 1.261991 2.039027 0.046230 -0.258 0.013 0.004
H 1.077450 -1.860700 0.267583 -0.159 0.090 -0.055
H -2.226745 1.255729 0.680389 0.137 0.075 -0.003
H -0.954076 -0.104591 -1.843634 0.161 -0.041 0.274
H -1.940248 -1.848549 0.364217 -0.028 0.235 0.057
```
Positions in Å, forces in eV/Å.

Results
* E_HOMO (spin up / spin down): -7.91 / -7.91 eV
* gap between HOMO and LUMO (spin up / spin down): 8.2 / 8.2 eV
* net charge: 0

=====

Entry 10:
C3H6O5Tb | ωB97M-V/def2-TZVPD

XYZ file:
```
15
Properties=species:S:1:pos:R:3:forces:R:3
C 1.229907 2.638212 0.989025 0.680 -0.332 -1.100
C 0.311128 1.423127 0.950614 -0.069 -0.154 0.817
O -0.087181 1.194214 -0.415563 -0.273 -0.056 -0.502
C -0.840105 0.163492 -0.681561 0.566 -0.459 0.173
O -1.219652 -0.650540 0.216536 -0.894 -0.717 -0.045
O -1.137236 -0.075444 -1.893596 -0.944 -0.609 -0.621
O 1.596597 2.928506 2.289794 4.069 -1.259 2.812
Tb -2.481622 -1.995555 -1.432628 1.601 1.927 0.660
H 0.693183 3.493772 0.535523 0.214 -0.180 0.343
H 2.100613 2.433082 0.330635 -0.367 0.109 0.179
H -0.586910 1.597892 1.558650 0.269 -0.066 -0.123
H 0.831680 0.532179 1.326496 -0.163 0.191 -0.081
H 2.742429 2.496459 2.773469 -4.384 1.535 -2.369
O 4.156491 2.082209 3.571706 -0.178 0.832 -0.633
H 3.980907 1.256862 4.029421 -0.127 -0.763 0.491
```
Positions in Å, forces in eV/Å.

Results
* E_HOMO (spin up / spin down): -11.96 / -11.95 eV
* gap between HOMO and LUMO (spin up / spin down): 6.5 / 6.4 eV
* net charge: +1
* 2S+1: 7

=====

| no. | molar mass (g mol⁻¹) | E (hartree) |
| --- | --- | --- |
| 1 | 90.1 | -343.48974 |
| 2 | 90.1 | -343.56630 |
| 3 | 152.0 | -1026.25909 |
| 4 | 122.1 | -741.79836 |
| 5 | 122.1 | -741.52384 |
| 6 | 154.2 | -1139.89521 |
| 7 | 208.8 | -557.09263 |
| 8 | 294.5 | -515.66027 |
| 9 | 106.1 | -418.74059 |
| 10 | 281.0 | -1318.17873 |